[1]
18
Properties=species:S:1:pos:R:3:forces:R:3 method="wB97M-V/def2-TZVPD" lumo_ev="-4.92 / -5.49" relative_energy_kj_mol=354.52 homo_lumo_gap_ev="8.702 / 6.975" largest_force_ev_per_a=3.4 charge=+1
H 3.687 -0.197 1.274 -0.6 0.4 -0.9
C -0.131 0.367 -1.294 -0.9 -0.4 2.0
C -0.202 -0.981 0.678 0.2 -0.9 0.6
C -1.511 1.051 0.520 2.5 -0.8 -1.1
P 3.096 -0.123 -0.075 -0.6 1.5 1.9
H 3.513 -1.402 -0.218 0.0 -1.7 -0.4
C 0.026 1.165 0.053 -0.8 -2.1 0.3
N -1.617 -0.454 0.392 -1.1 1.0 1.2
H -0.144 -1.824 1.364 -0.2 -0.2 -0.6
H -2.102 1.534 -0.182 -1.4 0.6 -1.3
C -0.730 -0.899 -0.692 0.9 -0.7 -1.5
H -0.888 -1.747 -1.370 -0.6 0.3 0.7
H -2.406 -0.968 0.837 0.7 0.4 -0.9
H 0.599 2.116 -0.019 -0.8 -0.7 0.5
H -0.803 0.752 -2.029 -0.4 0.7 -0.4
H 0.780 0.111 -1.743 1.4 -0.2 -0.6
H -1.744 1.408 1.471 -0.1 0.2 1.7
N 0.578 0.091 1.032 1.8 2.6 -1.3

---

[2]
70
Properties=species:S:1:pos:R:3:forces:R:3 method="wB97M-V/def2-TZVPD" lumo_ev=3.97 relative_energy_kj_mol=33.21 homo_lumo_gap_ev=4.050 largest_force_ev_per_a=2.5 charge=-2
C -4.646 -3.050 -3.214 0.1 -0.4 0.7
H 1.517 1.989 3.192 -0.1 -0.7 -0.1
C -3.358 2.041 1.839 -0.9 -0.2 0.1
C 5.964 1.909 -0.283 -0.2 0.6 -0.4
H -3.040 3.047 1.565 0.0 -0.1 0.1
C 1.662 -2.852 0.366 -0.5 -0.2 0.8
C -0.248 0.671 2.914 0.1 -0.5 -0.8
H 1.790 0.513 2.176 -0.2 0.3 0.5
Te 0.797 -0.018 -6.332 0.2 -0.7 -0.6
C -2.890 -1.978 -4.520 0.0 0.1 -1.0
H -5.691 -3.327 -3.110 0.1 0.0 0.0
C 4.692 2.160 -0.699 -0.2 -0.1 0.1
H 1.664 0.375 3.951 -0.3 0.3 -0.3
C -4.175 -2.437 -4.372 0.1 0.0 -0.9
C 1.260 0.913 3.068 0.5 0.0 0.0
H -0.832 2.749 -1.291 -0.1 0.3 0.2
O -0.802 -1.503 -3.495 -1.8 -1.4 -0.6
N -0.321 -2.781 -1.063 -2.4 -0.5 0.5
C -1.065 3.383 -0.413 -0.1 0.0 -1.0
H -0.695 4.404 -0.649 -0.3 -0.5 0.1
H 5.683 -1.245 0.946 0.2 0.0 0.1
C -2.904 -0.473 1.557 0.8 -0.9 -0.8
C 3.256 -1.208 0.387 -1.9 -1.1 0.0
H -2.110 0.658 4.056 0.4 0.1 -0.1
H 0.235 4.692 1.810 -0.1 0.1 -0.4
H -3.867 -0.803 1.180 -0.4 0.1 0.2
H 1.971 -3.162 1.399 -0.1 0.2 -0.5
C -0.343 3.784 1.992 -0.7 0.6 0.3
C -1.928 -2.138 -3.496 1.1 0.8 1.8
H -3.322 1.933 2.925 0.1 0.1 -0.1
H -0.379 -0.424 2.878 0.2 0.1 0.0
H -1.271 2.181 4.159 0.2 0.2 0.0
H 0.169 3.342 2.824 0.0 -0.3 0.6
H -2.558 -1.452 -5.428 -0.2 -0.3 0.5
H -0.352 -2.366 1.020 0.2 0.1 -0.2
H -2.172 3.412 -0.341 0.6 0.1 0.2
C -2.563 0.958 1.132 -0.1 -0.1 -0.6
O 2.545 1.251 -1.134 0.6 0.2 1.0
H -1.353 4.114 2.331 0.6 -0.4 -0.3
P -0.721 1.046 1.124 0.0 0.3 0.3
C -1.106 1.110 4.076 -0.4 -0.1 0.9
N 1.987 -1.438 0.143 1.5 -0.5 0.3
C 6.347 0.683 0.261 1.3 -0.5 0.9
H 0.725 2.756 0.515 0.0 0.0 -0.2
C 4.064 -0.098 0.142 1.2 1.5 -0.2
H -4.856 -2.409 -5.218 0.0 0.5 0.0
H 2.202 -3.526 -0.347 -0.6 0.6 0.2
H -4.063 -3.811 -1.322 0.1 -0.2 0.3
H -2.007 -3.836 -0.438 0.1 0.4 -0.2
H -4.431 1.946 1.575 0.4 0.1 0.0
H -0.132 -4.056 0.557 0.2 0.2 0.1
H -2.804 1.014 0.044 0.1 0.0 0.6
H -0.647 0.752 5.017 -0.1 0.2 -0.2
Te 3.271 -1.813 -3.083 -0.6 0.4 0.4
C -2.377 -2.946 -2.345 -0.4 0.8 -0.9
H 6.726 2.668 -0.398 0.1 0.1 -0.1
Pb 0.381 -0.574 -1.692 1.6 1.2 -1.2
C -1.560 -3.187 -1.226 1.8 -0.1 0.1
H -2.798 -0.688 2.625 -0.2 0.2 -0.1
C 3.682 1.138 -0.587 -1.3 -1.2 -0.3
Te 2.224 -2.336 -5.460 -0.3 0.1 -0.5
C -3.730 -3.313 -2.218 -0.1 0.1 -0.6
C 5.424 -0.280 0.532 -1.0 0.4 -0.8
C -0.334 2.837 0.799 0.4 0.1 0.5
C 0.136 -3.018 0.279 1.3 -1.3 0.6
Te 0.662 1.732 -4.389 0.0 0.3 0.7
H 4.401 3.084 -1.196 0.1 -0.2 0.1
H -2.176 -1.157 1.046 -0.5 0.4 0.4
H 7.403 0.516 0.500 -0.3 0.1 0.0
H 3.791 -2.060 0.853 0.0 0.3 -0.1

---

[3]
159
Properties=species:S:1:pos:R:3:forces:R:3 method="wB97M-V/def2-TZVPD" lumo_ev=-2.51 relative_energy_kj_mol=0.00 homo_lumo_gap_ev=8.808 largest_force_ev_per_a=2.0 charge=+1
H 6.557 2.540 -1.801 -0.1 0.0 0.1
C 4.493 1.772 7.233 0.0 0.0 0.0
H 2.045 -2.979 -2.955 -0.3 -0.1 0.1
C 6.589 -8.624 -0.602 0.0 0.0 0.3
H -3.536 -2.283 -5.043 -0.6 -0.2 0.0
C -6.697 7.091 4.092 -0.1 0.2 0.2
H -4.850 8.182 4.224 0.0 -0.1 0.0
H -2.513 -2.158 -2.537 0.4 0.0 0.5
H 8.612 0.356 -2.384 0.0 -0.1 -0.1
N -8.566 -1.819 -1.950 0.0 0.0 0.0
C 6.615 -7.786 -1.703 0.0 -0.3 -0.1
C 5.220 -2.455 -3.508 0.2 -0.2 0.2
H 6.518 -8.224 0.399 0.0 0.1 -0.1
N 6.525 -6.336 -1.500 0.1 0.0 0.0
C -3.471 -0.127 -4.936 -1.2 0.0 0.4
H 4.751 -0.641 -2.452 0.1 0.1 0.3
C -8.059 7.077 4.340 -0.2 -0.1 0.0
C -0.059 -1.992 -2.077 -0.1 0.3 0.1
C 4.249 -0.427 6.295 -0.2 -0.1 0.0
H 3.510 -0.282 -0.863 -0.2 -0.5 0.0
C 1.280 -1.705 -1.341 -0.4 -0.9 0.2
C -11.335 0.250 -0.540 0.1 0.1 0.0
H -12.399 0.179 -0.365 0.0 0.0 0.0
H -6.340 3.364 5.727 0.0 0.0 0.0
N -0.849 -0.766 -2.468 -1.2 -0.4 -0.3
C 6.744 -10.508 -2.084 0.0 0.0 0.0
C -10.644 1.396 -0.170 0.0 0.0 0.0
C 2.047 -2.055 1.034 0.7 0.8 0.1
H -3.174 0.630 -2.961 0.2 -0.1 0.3
H -4.174 -0.786 -3.063 0.0 -0.1 0.3
H 2.829 -1.449 -2.864 -0.3 0.2 -0.1
H 6.738 -7.620 -3.842 0.0 0.1 0.1
C -4.907 2.713 4.268 0.0 -0.1 0.1
C -9.299 -0.699 -1.342 -0.1 0.1 0.1
H 8.171 2.979 -2.256 0.1 0.0 0.1
H -1.755 -1.783 -4.054 0.1 0.0 -0.1
H 5.322 -4.119 -2.104 -0.4 0.5 0.0
C 2.953 1.317 -2.130 0.2 0.7 0.5
O -1.989 1.243 1.456 0.3 0.1 -0.3
C -3.640 -1.436 -5.718 1.6 0.4 -0.9
H 2.688 1.010 -0.096 0.0 0.1 0.1
H 3.625 -1.272 6.041 0.1 -0.1 0.0
C 5.634 -1.161 -2.811 0.6 -0.6 -0.9
O 1.007 2.716 -4.697 -0.4 -0.5 0.4
H 3.190 -0.930 2.606 0.5 0.1 0.3
H 6.627 -10.660 0.053 0.0 0.0 0.0
H 0.036 -2.584 -2.978 0.3 0.1 -0.2
H 6.473 2.597 7.200 0.0 0.0 0.0
C -2.116 -1.341 -3.125 -0.4 0.5 -0.5
H 1.361 -3.598 -0.210 0.0 -0.1 -0.1
H 8.653 1.263 -0.888 0.2 -0.2 0.0
H -8.740 2.386 -0.107 0.0 0.0 0.0
H 6.854 -10.058 -4.178 0.0 0.0 0.0
C -6.503 9.277 5.030 -0.1 0.0 0.0
O 5.461 -2.546 5.114 -0.1 0.0 0.0
O -7.361 -1.693 -2.092 0.1 0.0 0.0
C 5.606 -0.438 6.024 -0.1 0.2 0.1
H -7.539 0.504 -1.158 0.0 -0.2 -0.1
C -7.866 9.274 5.293 0.0 0.0 0.0
C 3.692 0.686 6.905 0.1 0.1 0.0
C -3.010 3.175 6.208 -0.2 0.0 -0.2
C -3.567 2.473 3.997 -0.2 0.0 0.1
C 5.852 1.749 6.947 -0.1 0.0 0.0
O -2.373 3.833 8.317 0.0 0.0 0.0
F 0.269 2.852 -2.628 -0.4 -0.2 0.1
C -8.600 0.436 -0.984 0.2 0.3 0.1
C -3.791 1.423 -0.203 -0.6 0.3 0.6
H -5.901 10.133 5.298 0.0 0.0 0.0
H -8.664 6.224 4.071 0.1 -0.1 0.0
H -3.362 1.842 -1.120 0.2 0.0 0.0
H 0.165 -2.510 0.389 -0.2 0.1 -0.1
H -4.415 0.413 -5.010 0.0 0.2 0.0
C 3.600 -2.910 -1.536 0.7 -0.5 -0.9
C 6.415 0.638 6.339 0.2 0.1 0.0
F 3.044 0.828 -3.384 -0.3 -0.5 0.3
C -5.911 8.180 4.426 0.2 0.1 0.0
H -5.102 0.503 -1.445 -0.6 -0.1 0.0
O -4.870 5.945 3.296 0.1 0.0 -0.1
C -2.611 2.706 4.971 0.2 -0.1 -0.2
C 6.779 -9.654 -3.178 0.0 -0.1 0.1
H -1.506 1.051 -1.533 -0.2 -0.1 -0.7
H -0.727 -2.555 -1.434 -0.2 0.1 0.1
H -2.298 -0.637 -7.054 0.0 0.1 0.0
C -5.295 3.178 5.517 0.1 -0.1 -0.1
H 6.383 -2.059 -0.983 0.1 -0.3 -0.1
C 6.652 -9.993 -0.797 0.0 0.0 -0.1
O 0.704 -0.529 -4.189 0.0 -0.5 0.3
C 2.749 -1.449 1.803 -1.0 -0.6 -0.3
H 0.415 1.464 -0.603 0.1 0.1 -0.1
O -6.786 4.982 3.172 -0.1 0.0 -0.1
H 2.634 0.706 7.128 0.0 0.0 0.0
N -5.068 0.748 -0.466 0.9 -0.1 -0.2
C 7.995 0.907 -1.680 -0.4 0.8 0.9
C 0.222 0.396 -0.517 0.4 -0.1 0.3
C -10.661 -0.807 -1.133 -0.2 -0.1 0.0
C 7.116 2.021 -3.839 -0.1 0.2 0.4
H -3.264 2.110 3.025 0.0 0.0 0.1
H 4.199 -2.244 -0.919 -0.3 0.2 0.2
H -11.172 2.217 0.297 0.0 0.0 0.0
N 1.383 -0.310 -0.991 -0.1 0.1 -2.0
H 6.115 -2.906 -3.941 0.0 -0.1 -0.1
H 6.789 -11.579 -2.234 0.0 0.0 0.0
H 7.473 0.621 6.120 0.0 -0.1 0.0
C 6.700 -1.339 -1.737 -0.6 1.0 0.9
C 2.645 0.365 -0.969 0.2 0.4 -0.2
H -1.564 -1.130 0.472 0.2 -0.2 -0.1
O -9.197 -2.798 -2.275 0.0 0.0 0.0
O 6.517 -5.622 -2.486 0.4 -0.4 -0.1
C -0.179 -0.023 -3.591 1.0 0.6 -1.0
N -2.487 -1.544 -6.649 0.0 0.0 0.2
N 6.203 -1.627 5.398 0.0 -0.1 0.0
H 6.048 1.965 -4.031 -0.1 -0.2 -0.1
H -11.200 -1.698 -1.421 0.1 -0.1 0.0
H -2.877 -1.170 -0.675 0.0 0.1 -0.3
H -4.004 2.279 0.436 0.1 0.1 0.1
C -2.848 0.527 0.596 0.0 -0.5 -0.5
N -1.993 3.440 7.235 0.1 0.0 0.1
H -1.475 1.552 -3.424 0.0 -0.2 -0.1
H 3.994 -4.178 -3.239 0.0 -0.2 0.1
H 0.096 0.212 0.554 -0.3 -0.1 0.0
H 7.101 -0.122 0.042 0.3 -0.1 0.1
C 4.562 -3.502 -2.593 -0.2 0.3 0.1
O 7.400 -1.620 5.201 0.0 0.0 0.0
C -2.100 -0.527 -0.257 -0.4 -0.1 0.2
N -6.069 5.919 3.472 0.0 0.0 0.0
H 7.488 2.877 -4.394 0.0 0.1 -0.1
C -9.276 1.491 -0.395 -0.1 -0.1 0.0
C 6.713 -8.284 -2.990 0.0 0.0 -0.3
C -8.643 8.177 4.947 0.1 0.1 0.0
C -4.343 3.411 6.497 -0.2 0.1 0.1
O 6.458 -5.923 -0.361 0.0 0.0 0.1
C -1.121 0.075 -1.266 0.6 0.3 1.7
H -4.644 3.773 7.469 0.2 0.0 0.0
H -5.832 1.352 -0.209 -0.2 0.0 -0.2
C 7.435 2.182 -2.334 0.3 -0.2 -0.8
N -0.665 1.253 -3.961 -0.5 -0.2 1.6
H -4.553 -1.476 -6.305 -0.4 0.0 0.5
H 5.965 0.558 -1.086 -0.1 0.1 0.2
C 1.176 -2.543 -0.022 0.0 -0.4 0.3
C 0.298 2.301 -3.857 1.0 0.8 -1.2
H 4.571 -2.242 -4.359 -0.1 0.2 0.0
H -1.507 1.897 0.939 0.1 0.2 0.1
C 2.418 -2.243 -2.247 0.8 0.2 0.8
O -0.829 3.252 6.938 0.0 0.0 0.0
H 7.651 -1.659 -2.156 0.0 -0.3 -0.1
H -3.481 -0.071 1.245 -0.2 0.1 0.2
H -5.653 2.539 3.504 0.0 0.0 0.0
H 3.317 -3.758 -0.919 -0.3 0.1 0.2
H 6.065 -0.515 -3.576 -0.1 0.2 -0.1
H -2.716 -2.139 -7.436 0.1 -0.2 0.1
H 4.057 2.638 7.714 0.0 0.0 0.0
H 7.593 1.130 -4.241 0.0 -0.1 -0.1
O 3.151 2.471 -1.958 0.0 0.2 -0.1
C -3.248 -0.350 -3.432 -0.1 0.0 -0.7
H -1.568 2.522 4.758 0.0 0.1 0.1
H -9.704 8.177 5.152 0.0 0.0 0.0
C 6.916 0.025 -1.019 0.0 -0.5 -0.8
H -2.731 0.539 -5.369 0.3 -0.2 -0.1
H -8.324 10.129 5.772 0.0 0.0 0.0